1.
DFT (wB97M-V/def2-TZVPD) results for a molecular structure, C35H61Br21FN3OS2 at a distorted geometry.

Results
net charge: 0
HOMO-LUMO gap: 7.8 eV
E_HOMO: -8.34 eV

Last column: Löwdin charge in e.
Positions of all 124 atoms, in Å:
Br: 7.58906 -5.51173 -4.05935  0.593
Br: -5.06086 8.35535 -5.75575  0.568
Br: -5.24412 1.87644 -1.62428  0.582
Br: -3.78434 -0.94128 -2.08536  0.563
Br: -5.29847 -4.81726 -2.91040  0.544
Br: -5.02697 -4.61228 0.27869  0.548
Br: -8.48040 0.01744 -3.62679  0.612
Br: 5.23929 -3.46182 -4.81303  0.615
Br: 7.99302 -5.73735 5.12340  0.577
Br: -2.55470 10.25511 -6.38246  0.633
Br: -6.03971 -1.71600 -4.79719  0.567
Br: -6.10286 -0.67945 0.11214  0.557
Br: -4.20866 8.93734 -8.79267  0.573
Br: -2.73643 6.35052 3.49889  1.058
Br: -3.75000 9.25290 4.43435  0.547
Br: 5.82625 -5.99008 -6.69625  0.565
Br: -8.41406 -0.76723 -6.73465  0.582
Br: 6.44717 -6.95892 2.59270  0.594
Br: -7.74205 -3.69361 -1.16078  0.544
Br: -0.67627 8.84964 3.58679  0.518
Br: 5.47461 -7.67396 5.56374  0.562
S: 0.94915 -0.49205 -0.80694  0.806
S: 2.92040 -1.69622 1.14951  0.686
F: -1.06324 5.20901 1.90443  -0.054
O: -4.15820 4.72210 3.52948  -0.146
N: 1.22175 -3.25136 -0.39304  -0.214
N: -3.29200 5.63847 1.31597  -0.102
N: -0.77594 8.48079 -4.06962  -0.034
C: -0.86136 2.77302 0.39882  -0.144
C: 6.98520 -7.23954 4.43239  -1.609
C: -3.62052 4.58472 2.38567  -0.461
C: -1.92579 5.22240 0.80166  -0.447
C: -6.22744 -4.90124 -1.21389  -1.591
C: 3.31102 -4.05385 -1.64978  -0.187
C: 4.71597 -4.77597 -1.34630  -0.206
C: -2.13075 3.70131 0.41262  -0.190
C: 0.02843 -3.69236 0.37456  -0.169
C: 1.73591 -1.96912 0.02270  -1.002
C: -3.59737 8.73054 -6.96737  -1.603
C: -0.64612 -4.04951 2.82813  -0.189
C: 6.58558 -4.67822 -5.49093  -1.599
C: -3.19890 -1.53862 3.48513  -0.242
C: -5.42902 -0.05267 -1.59039  -1.606
C: 7.30593 -2.97619 2.51928  -0.142
C: -7.92786 -1.29869 -4.93748  -1.581
C: 8.57865 -3.13409 1.58985  -0.252
C: 5.78148 -3.65570 -0.95853  -0.222
C: -2.05058 -1.80283 4.54174  -0.206
C: -2.64973 6.29151 -1.50058  -0.185
C: -3.13941 -0.04210 2.96842  -0.123
C: -3.09054 3.26688 1.66098  -0.033
C: -1.81739 8.19057 -3.03472  -0.268
C: -1.88889 6.60478 -2.85488  -0.194
C: 8.20760 -3.24973 0.04766  -0.206
C: -0.40769 0.14970 0.30481  -0.480
C: -0.59455 -1.64384 3.93812  -0.197
C: -1.59586 6.28311 -0.30808  -0.088
C: 2.27031 -4.28074 -0.48120  -0.245
C: 0.33287 -4.57581 1.65781  -0.161
C: -1.12757 1.40560 -0.37759  -0.238
C: 0.15138 -3.04595 3.75707  -0.202
C: 7.04774 -4.28249 -0.25762  -0.217
C: -2.25245 8.02380 4.37796  -1.508
H: 4.63652 -5.55786 -0.54473  0.107
H: -2.36433 6.11530 -3.75274  0.105
H: 5.23982 -2.91971 -0.29796  0.080
H: -1.57782 -3.62138 2.37745  0.084
H: 0.02821 8.93954 -3.64661  0.063
H: -3.14289 -2.20607 2.58370  0.082
H: -0.69798 1.55401 -1.41349  0.097
H: -2.12674 -2.82751 5.01254  0.111
H: -0.49903 2.50097 1.42539  0.109
H: -2.10877 0.28584 2.67531  0.049
H: 5.05453 -5.25200 -2.30768  0.057
H: -0.93362 -4.97012 3.42044  0.110
H: 0.08414 0.45604 1.27663  0.070
H: -3.82375 0.10906 2.08745  0.034
H: -3.93700 2.60258 1.35346  0.108
H: 1.18649 -2.79918 3.39743  0.076
H: -0.73144 -4.15790 -0.32444  0.133
H: -0.54797 6.07621 -0.66813  0.124
H: 2.85660 -4.49503 -2.57962  0.103
H: 6.74582 -3.94247 2.67186  0.017
H: -6.61961 -5.90827 -1.11644  -0.028
H: -1.59349 7.29917 0.17119  0.123
H: 6.68021 -4.81974 0.66689  0.047
H: -2.18336 -1.04656 5.37286  0.111
H: 6.60388 -2.24055 2.02379  0.075
H: -4.05160 5.43467 0.64862  0.131
H: -0.56228 -1.15452 2.92470  0.078
H: 7.28811 -4.08548 -6.06759  -0.030
H: -1.53121 8.64291 -2.04777  0.111
H: -0.82050 6.25593 -2.84111  0.101
H: -1.16265 9.07666 -4.80128  -0.074
H: 7.45572 -5.06285 -0.96703  0.082
H: 9.13669 -3.66126 -0.45234  0.101
H: -2.93810 7.86824 -6.94734  -0.023
H: 3.54891 -2.96464 -1.78595  0.095
H: 2.88156 -4.37701 0.47250  0.090
H: 9.21558 -3.99965 1.92250  0.099
H: -6.16786 -0.31381 -2.34078  -0.157
H: 1.79755 -5.30053 -0.61529  0.139
H: -1.20805 -0.61269 0.50302  0.057
H: 9.19782 -2.19823 1.73577  0.102
H: 1.36758 -4.46853 2.06318  0.095
H: -0.00969 3.29174 -0.13524  0.127
H: -2.81901 8.60092 -3.36268  0.091
H: -3.28868 5.36957 -1.53853  0.093
H: -3.49685 0.63886 3.78658  0.084
H: 0.03775 -5.64004 1.43438  0.110
H: 7.64786 -8.09874 4.44229  -0.030
H: -2.23045 1.20569 -0.51674  0.062
H: -2.36498 2.85432 2.41167  0.119
H: 7.59110 -2.55834 3.52982  0.069
H: -3.33846 7.16017 -1.30446  0.113
H: -8.47178 -2.21210 -4.71772  -0.026
H: 0.04161 -1.06160 4.67154  0.114
H: 0.26577 -3.53949 4.76073  0.109
H: -1.99861 7.78740 5.40708  -0.033
H: -0.47553 -2.74865 0.74985  0.096
H: 6.04567 -3.12725 -1.91437  0.078
H: -2.79096 3.58140 -0.48583  0.105
H: -4.17276 -1.75831 4.01258  0.109
H: 8.04265 -2.23229 -0.41686  0.114

Atomic forces in eV per Å
Br -0.182 0.124 -0.216
Br 0.232 0.098 -0.189
Br -0.012 -0.244 0.010
Br -0.115 0.148 0.234
Br -0.125 -0.066 0.341
Br -0.166 0.009 -0.242
Br 0.059 -0.159 -0.217
Br 0.185 -0.226 -0.143
Br -0.193 -0.230 -0.123
Br -0.394 -0.010 -0.308
Br -0.432 0.247 -0.076
Br 0.220 0.276 -0.207
Br 0.088 0.007 0.335
Br 2.534 7.198 5.913
Br 0.204 -0.183 -0.080
Br 0.100 0.194 0.235
Br 0.098 -0.045 0.321
Br 0.066 -0.057 0.308
Br 0.189 -0.234 -0.119
Br -0.077 0.100 0.074
Br 0.227 0.108 -0.192
S -0.612 -0.612 0.307
S -0.884 -0.382 -1.237
F 0.197 0.027 -1.762
O 0.238 -3.128 -5.943
N 1.375 0.649 0.372
N -1.083 -1.464 0.212
N -0.692 0.218 0.504
C 0.112 -0.222 -0.896
C 0.014 -0.013 0.025
C -1.756 -2.541 -0.496
C -2.078 -0.371 -1.323
C 0.047 -0.031 -0.006
C 0.113 -0.846 0.327
C -0.167 1.100 -0.616
C -0.936 -0.339 1.882
C -0.642 0.951 0.357
C -0.623 -0.050 0.883
C -0.011 -0.098 -0.042
C 1.322 -1.030 -0.202
C 0.010 0.037 -0.031
C 0.300 0.374 0.240
C 0.087 -0.132 0.098
C 0.092 0.229 -0.283
C -0.008 -0.118 -0.150
C -0.473 0.669 0.084
C -0.489 -0.838 0.165
C 0.194 0.294 -0.450
C 0.649 0.475 0.017
C -0.654 -0.192 0.372
C 1.177 0.586 0.920
C 0.334 -0.980 -0.469
C -0.333 0.665 0.199
C 0.845 -0.749 0.338
C -0.393 0.459 0.539
C 0.700 -1.032 0.579
C 0.478 -0.538 0.508
C 1.359 -0.963 0.214
C -1.858 0.429 0.255
C 0.696 0.211 -0.334
C -0.986 0.698 0.410
C -0.413 0.295 -0.629
C 0.623 -0.369 -0.059
H -0.024 0.663 -0.679
H 0.313 0.639 0.893
H 0.773 -0.584 -0.425
H 0.827 -0.280 0.496
H -0.269 -0.061 -0.266
H 0.090 0.359 0.918
H -0.615 -0.334 0.950
H -0.090 1.036 -0.544
H -0.499 0.673 -0.769
H -0.863 -0.428 0.255
H -0.240 0.170 1.075
H 0.112 1.152 -0.499
H -0.654 -0.383 -1.005
H 0.669 -0.172 0.808
H 0.827 0.392 0.617
H -0.934 -0.500 0.032
H 0.984 0.166 0.793
H -1.059 0.173 0.170
H 0.494 0.747 0.699
H 0.632 1.021 -0.145
H 0.057 0.173 -0.007
H 0.100 -1.039 -0.246
H 0.599 0.634 -0.925
H 0.072 -0.814 -0.849
H 0.633 -0.736 0.616
H 0.711 0.144 -0.381
H -0.235 -0.220 1.098
H -0.115 -0.101 0.096
H -0.395 -0.322 -0.807
H -1.053 0.163 0.136
H 0.443 -0.174 0.497
H -0.480 0.656 0.817
H -0.914 0.614 0.404
H -0.086 0.149 0.016
H -0.532 -0.929 -0.018
H -0.801 0.300 -0.843
H -0.689 0.701 -0.363
H 0.116 0.061 0.098
H 0.254 1.222 0.029
H 1.000 0.445 -0.187
H -0.502 -1.041 -0.226
H -0.779 -0.312 -0.752
H -0.857 -0.442 0.702
H 1.019 -0.440 0.470
H 0.789 0.706 -0.060
H 0.380 -0.474 -0.724
H 0.783 0.956 0.194
H -0.114 0.141 -0.008
H 1.187 0.133 0.336
H -1.143 -0.424 -0.519
H -0.313 -0.530 -1.061
H 0.420 -0.943 -0.191
H 0.094 0.149 -0.005
H -0.684 -0.336 -1.016
H -0.040 0.574 -0.806
H -0.006 0.224 -0.143
H 0.579 -0.959 -0.513
H -0.047 -0.358 0.923
H 1.055 0.310 0.438
H 0.810 0.393 -0.763
H -0.166 -1.082 0.634

=====

2.
DFT (wB97M-V/def2-TZVPD) results for 2 unconnected molecules or ions with the total composition C35H61BrFN2O2 at a distorted geometry.

Results
net charge: +1
HOMO-LUMO gap: 8.1 eV
E_HOMO: -10.50 eV

Last column: Löwdin charge in e.
Positions of all 102 atoms, in Å:
Br: -4.89926 3.87857 -0.36632  0.858
F: 7.92176 -2.59374 1.21756  0.049
O: -0.39862 3.51132 -1.57123  -0.073
O: 1.33810 4.47821 -2.56603  0.210
N: -1.76455 0.93930 -1.03864  0.030
N: -4.42224 -1.36869 -2.30802  0.079
C: 1.87008 -1.21213 -1.70226  -0.214
C: 5.50100 -0.91688 -1.18733  -0.236
C: -3.68574 -0.43388 -1.46404  -0.262
C: -4.09010 1.11337 -1.55805  -0.082
C: -2.82407 2.00471 -1.15762  -0.344
C: -0.31936 -1.47562 -3.00768  -0.178
C: -2.14859 -0.41828 -1.56104  -0.175
C: -5.42679 -1.92062 -1.74534  -0.367
C: -2.59656 2.80500 -2.46216  -0.106
C: 4.11963 -0.77858 -0.46893  -0.206
C: 0.83024 5.31471 -0.41887  -0.101
C: 6.24813 -4.21081 3.98322  -0.086
C: 7.28539 -4.27643 4.90400  -0.096
C: -1.64684 -0.67970 -3.00613  -0.120
C: -6.80055 -1.23432 -1.80071  -0.009
C: 1.01355 4.47841 0.88909  -0.067
C: -2.03061 -3.46314 1.30170  -0.095
C: -1.51022 3.89439 -2.39569  -0.153
C: -5.38110 -3.24082 -1.01707  -0.020
C: -1.69456 0.25148 1.43237  -0.155
C: -3.34141 2.75439 0.10515  -0.551
C: 8.53808 -3.77349 4.57797  -0.078
C: 7.71382 -3.14627 2.42794  -0.286
C: -2.33310 3.67741 0.83489  -0.279
C: -1.82373 -1.63842 3.14726  -0.203
C: 2.98677 -0.20380 -1.36175  -0.208
C: -2.75318 -2.59501 2.35733  -0.256
C: 8.75765 -3.20865 3.32975  -0.014
C: 6.61992 -0.32805 -0.28730  -0.124
C: 0.93752 -0.57851 -2.77526  -0.193
C: -0.89810 -0.78673 2.24992  -0.189
C: -0.93529 0.79227 0.20507  -0.082
C: 6.46046 -3.63731 2.73729  -0.023
C: 0.64914 4.43097 -1.64661  -0.506
C: -3.09788 4.47421 1.96268  -0.139
H: -1.93172 4.87572 -2.12291  0.136
H: -3.70261 2.00798 0.82072  0.098
H: 0.64188 0.45303 -2.51006  0.095
H: 6.47582 -0.58158 0.76916  0.059
H: 9.72915 -2.81911 3.05422  0.119
H: -1.69468 -1.24826 -1.00966  0.135
H: -6.87086 -0.72062 -2.76239  0.090
H: 2.50609 0.64412 -0.84551  0.099
H: -1.92754 4.45388 0.18379  0.085
H: 5.48714 -0.32758 -2.11211  0.096
H: 7.11663 -4.72064 5.87677  0.102
H: -3.54018 3.30487 -2.70513  0.099
H: -0.11055 5.87238 -0.29820  0.117
H: -1.04978 1.20747 -1.72760  0.133
H: 3.83334 -1.71478 0.03223  0.106
H: 0.17197 4.61220 1.57758  0.058
H: -2.34766 4.66561 2.74797  0.074
H: -1.50911 -2.86836 0.54015  0.045
H: -4.44708 -3.79173 -1.16328  0.078
H: -2.45063 -1.00489 3.79383  0.116
H: 9.34569 -3.82108 5.29684  0.107
H: 6.64997 0.76393 -0.39923  0.075
H: -3.89652 3.87692 2.41395  0.069
H: 7.59528 -0.73614 -0.58065  0.066
H: -2.37585 -1.24549 -3.59684  0.117
H: 5.27275 -4.60649 4.23591  0.103
H: -1.87915 1.11250 2.09402  0.113
H: -0.33933 -2.35013 -2.34153  0.112
H: -0.36694 1.70592 0.40502  0.110
H: -4.95199 1.15532 -0.89023  0.079
H: 2.28766 -2.12002 -2.16187  0.126
H: -7.60385 -1.96893 -1.67046  0.079
H: -6.81788 -0.51656 -0.96422  0.092
H: -4.41433 1.23306 -2.59859  0.126
H: -0.24939 -0.23898 2.94884  0.120
H: -1.34473 -4.15650 1.80321  0.085
H: -4.00924 -0.69536 -0.43836  0.127
H: 1.27112 -1.48367 -0.81878  0.094
H: 1.91948 4.78859 1.42140  0.081
H: -1.23319 -2.26359 3.83221  0.116
H: -0.16803 0.04112 -0.03703  0.113
H: 5.66284 -3.56981 2.00802  0.110
H: -1.12135 4.01858 -3.42077  0.136
H: -2.68137 -0.16984 1.19278  0.100
H: -1.55338 3.13391 1.37317  0.079
H: 5.70903 -1.97736 -1.37266  0.102
H: 1.54785 -0.49944 -3.68412  0.119
H: -3.42598 5.45604 1.61811  0.060
H: -0.21939 -1.88379 -4.02541  0.115
H: 3.42125 0.19183 -2.29036  0.109
H: -0.31070 -1.46213 1.61638  0.098
H: -2.36998 2.16836 -3.32614  0.123
H: -6.20269 -3.89431 -1.34870  0.091
H: 1.10393 3.39939 0.70008  0.064
H: -5.53777 -3.09122 0.06605  0.098
H: -3.17364 -3.29884 3.09257  0.109
H: -2.78918 -4.06218 0.77889  0.062
H: -3.62198 -2.08442 1.91105  0.085
H: -1.44936 0.25525 -3.55618  0.114
H: 4.28287 -0.05326 0.34446  0.097
H: 1.68912 5.97019 -0.55950  0.123

Atomic forces in eV per Å
Br 0.339 -0.452 -0.194
F 0.041 -0.074 -0.013
O -0.738 -0.101 0.451
O 2.180 -0.030 -3.533
N 2.708 0.004 0.133
N 0.988 0.846 1.477
C -0.022 1.137 -0.887
C -0.174 0.206 1.117
C -0.335 0.765 0.477
C 0.319 -2.129 -0.512
C -4.084 -1.278 -1.708
C 0.295 0.657 -1.298
C -1.584 -1.181 -1.532
C -1.169 -0.254 -0.787
C 0.932 1.197 0.700
C 0.344 0.861 -0.098
C -0.732 -1.006 0.707
C 0.171 0.057 0.035
C -0.035 -0.043 0.092
C 0.748 -0.078 0.044
C 0.566 -0.901 0.051
C 0.076 -0.027 0.048
C -0.683 0.147 0.213
C 0.042 0.144 -1.319
C -0.092 -0.494 -0.135
C 0.028 0.476 0.334
C 1.986 0.619 0.306
C -0.162 -0.027 -0.058
C -0.048 -0.174 0.346
C -1.818 0.929 1.010
C -0.420 -0.339 -0.417
C -0.189 -0.744 0.555
C 0.240 -0.395 0.195
C 0.233 0.104 -0.053
C 0.065 -0.289 -0.461
C -0.042 -1.057 0.708
C -0.461 0.167 0.852
C 0.439 -0.850 0.791
C -0.198 0.024 -0.169
C -1.229 0.514 3.372
C 1.459 -0.339 0.207
H 0.180 -0.327 0.429
H -0.121 0.203 -0.207
H 0.214 -0.223 0.089
H -0.035 0.061 -0.238
H -0.033 0.010 -0.024
H -0.134 0.658 0.651
H -0.131 0.060 0.311
H 0.151 -0.108 -0.180
H 0.241 -0.550 -0.136
H 0.002 -0.483 -0.021
H 0.013 0.011 -0.029
H 0.226 -0.104 0.087
H 0.412 0.238 -0.184
H -0.119 0.415 0.303
H -0.030 0.153 -0.292
H 0.207 0.023 -0.173
H -0.370 0.035 -0.069
H 0.021 -0.200 0.215
H -0.055 0.383 -0.015
H 0.235 0.002 -0.195
H 0.000 -0.001 -0.042
H -0.016 -0.228 0.157
H -0.002 0.298 -0.143
H -0.165 0.243 0.068
H -0.206 0.214 0.492
H 0.013 0.019 -0.026
H -0.220 -0.338 -0.079
H -0.099 0.348 0.043
H -0.520 0.025 -0.165
H 0.167 0.751 -0.218
H -0.083 0.066 0.387
H -0.001 0.383 0.002
H -0.114 -0.070 -0.251
H 0.038 0.424 0.330
H 0.278 -0.236 -0.480
H 0.062 0.231 -0.283
H 0.861 0.058 -0.040
H 0.336 -0.069 -0.073
H -0.194 -0.068 -0.165
H 0.093 0.264 -0.238
H -0.249 0.248 -0.278
H 0.045 -0.006 -0.023
H -0.141 0.093 0.268
H 0.303 0.122 -0.300
H -0.012 -0.158 -0.639
H -0.008 0.296 -0.318
H -0.377 0.131 0.059
H -0.334 -0.343 0.027
H -0.078 -0.100 0.327
H -0.170 -0.083 0.172
H 0.054 0.323 0.086
H -0.133 -0.321 0.516
H 0.119 0.241 0.128
H 0.043 0.287 -0.055
H -0.022 0.155 -0.297
H -0.077 0.274 -0.191
H 0.297 0.036 0.073
H 0.329 0.050 0.049
H -0.234 -0.178 0.137
H -0.106 -0.242 -0.129
H -0.329 0.012 -0.261

=====

Question: The highest E_HOMO belongs to which entry?
Answer: C35H61Br21FN3OS2

=====

Question: The highest E_HOMO belongs to which entry?
Answer: C35H61Br21FN3OS2

=====

Question: The highest E_HOMO belongs to which entry?
Answer: C35H61Br21FN3OS2